Record 1
{
  "formula": "C5H9NO",
  "method": "ωB97M-V/def2-TZVPD",
  "de_lowest_kcal_mol": 125.76,
  "total_charge": 0,
  "homo_lumo_gap_ev": [7.65, 7.65],
  "homo_energy_ev": [-7.681, -7.680],
  "symbols": ["C", "C", "C", "H", "H", "H", "H", "H", "H", "C", "O", "N", "C", "H", "H", "H"],
  "coordinates": [[1.756628, -0.870867, 0.027979], [1.554999, 0.209734, 0.905623], [0.858470, 1.332956, 0.519796], [1.643031, 0.015674, 1.971079], [2.202306, -1.784659, 0.402859], [1.992750, -0.662685, -1.011123], [0.293400, -1.067207, -0.284714], [0.642945, 2.119276, 1.232917], [0.813808, 1.601782, -0.529461], [-1.323978, 0.281024, 0.262311], [-2.126166, 1.269151, -0.248337], [-1.419933, -1.548694, -1.429247], [-0.950439, -0.828972, -0.493029], [-2.199977, 1.161939, -1.205712], [-2.444458, -1.507037, -1.460694], [-1.293386, 0.278585, 1.339752]],
  "forces_ev_per_a": [[0.592, 0.663, 0.417], [-0.303, -0.816, -0.239], [-0.415, -0.198, -0.327], [0.077, 0.012, -0.005], [-0.095, -0.018, 0.037], [-0.232, -0.010, -0.055], [-0.794, 0.158, -0.019], [-0.104, -0.039, -0.071], [-0.002, 0.062, 0.030], [0.204, 0.358, 0.354], [0.260, -0.137, -0.016], [-0.220, -0.122, 0.178], [1.117, 0.079, -0.309], [0.018, -0.062, 0.071], [0.010, 0.114, -0.012], [-0.114, -0.044, -0.031]]
}

Record 2
{
  "formula": "C5H9NO",
  "method": "ωB97M-V/def2-TZVPD",
  "de_lowest_kcal_mol": 49.83,
  "total_charge": 0,
  "homo_lumo_gap_ev": 9.17,
  "smiles": "Cc1cc[nH]c1.O",
  "homo_energy_ev": -8.313,
  "symbols": ["C", "C", "C", "C", "N", "C", "H", "H", "H", "H", "H", "H", "H", "O", "H", "H"],
  "coordinates": [[1.283881, -0.611766, -1.593998], [0.226165, -0.198707, -0.507955], [-0.542101, -1.119353, 0.256235], [-1.679126, -0.447069, 0.780258], [-1.643386, 0.868880, 0.279582], [-0.550969, 0.931994, -0.587303], [1.579571, 0.244305, -2.238336], [2.265001, -1.081338, -1.129859], [0.873386, -1.362327, -2.334164], [-0.255989, -2.152210, 0.523733], [-2.588125, -0.862360, 1.164130], [-2.565468, 1.296772, 0.061662], [-0.670843, 1.661581, -1.374669], [2.070909, 0.556732, 1.436547], [2.025705, 0.743613, 0.413505], [1.846090, -0.354650, 1.381124]],
  "forces_ev_per_a": [[0.882, -0.582, 0.688], [-0.786, -0.557, -2.610], [-1.171, 0.134, 2.179], [2.011, -0.116, -1.949], [-0.639, -1.986, -0.553], [-0.945, 0.585, -0.030], [-0.086, -0.323, 0.691], [-1.951, 0.961, -0.909], [0.252, 0.618, 1.122], [-0.255, 0.728, -0.281], [-0.006, 0.048, 0.667], [1.454, -0.082, 0.290], [0.861, 0.354, 0.191], [0.596, 1.583, -3.102], [0.181, 0.001, 3.114], [-0.399, -1.368, 0.494]]
}

Record 3
{
  "formula": "C5H9NO",
  "method": "ωB97M-V/def2-TZVPD",
  "de_lowest_kcal_mol": 92.55,
  "total_charge": 0,
  "homo_lumo_gap_ev": 10.28,
  "smiles": "C[C@H](C#N)CCO",
  "homo_energy_ev": -9.460,
  "symbols": ["C", "C", "C", "N", "C", "C", "O", "H", "H", "H", "H", "H", "H", "H", "H", "H"],
  "coordinates": [[-1.831468, -1.207243, -0.293847], [-0.590642, -0.367832, -0.619604], [0.581889, -1.088953, -0.135713], [1.409663, -1.735168, 0.342243], [-0.400814, 0.988823, 0.076257], [1.208675, 1.176817, 0.200590], [2.269574, 0.192068, 0.967242], [-2.743967, -0.762799, -0.699526], [-1.940770, -1.319570, 0.789592], [-1.717283, -2.210745, -0.720498], [-0.495175, -0.261868, -1.708644], [-0.885408, 1.820874, -0.499792], [-0.914914, 0.992587, 1.043670], [1.392676, 2.054485, 0.771878], [1.527935, 1.263604, -0.847959], [3.157282, 0.448646, 1.332374]],
  "forces_ev_per_a": [[-0.140, 0.062, 0.007], [0.201, -0.112, 0.015], [-0.061, -2.715, -0.186], [-1.263, -0.734, -0.971], [0.821, -0.420, 0.548], [1.275, 0.429, 0.697], [-1.233, 1.327, -0.248], [0.099, 0.043, 0.051], [0.012, 0.053, -0.155], [-0.047, 0.246, 0.064], [-0.005, 0.072, 0.188], [1.010, -0.434, 0.371], [0.342, -0.171, 0.028], [0.066, 1.042, -0.100], [0.410, -0.068, 0.538], [-1.487, 1.381, -0.846]]
}

It is found that the electronic energy values, taken in the order of the records, are -8863.7593, -8867.0520, -8865.1992 eV.